(1)
{"formula": "C30H23N5O5Y", "method": "the ωB97M-V functional and the def2-TZVPD basis", "species": ["Y", "O", "C", "O", "C", "O", "C", "C", "O", "O", "H", "H", "H", "H", "H", "N", "C", "C", "C", "C", "C", "C", "C", "C", "C", "C", "C", "C", "N", "C", "C", "C", "C", "N", "H", "H", "H", "H", "H", "H", "H", "H", "H", "H", "C", "C", "C", "C", "N", "C", "C", "C", "C", "C", "C", "N", "H", "H", "H", "H", "H", "H", "H", "H"], "xyz": [[-1.039764, -0.729371, 0.998396], [-3.287324, -4.168056, 1.869711], [-2.950695, -3.130020, 1.138479], [-1.856752, -2.978937, 0.621108], [-4.100973, -2.167028, 0.905012], [-3.671826, -0.807993, 0.982919], [-3.912115, -0.240004, 2.298468], [-3.008100, -0.864282, 3.358010], [-3.275867, -0.777771, 4.528875], [-1.964291, -1.449080, 2.824636], [-2.507340, -4.745746, 1.924404], [-4.451922, -2.349788, -0.111174], [-4.918239, -2.353970, 1.597925], [-3.689304, 0.822648, 2.210246], [-4.951606, -0.364035, 2.595876], [5.918683, -0.203743, -6.884547], [5.183728, -0.306388, -6.007748], [4.234968, -0.434847, -4.915845], [3.471898, -1.591259, -4.797950], [2.547669, -1.699792, -3.771617], [2.395450, -0.664838, -2.855262], [3.175018, 0.481103, -2.968846], [4.089875, 0.602705, -4.001790], [1.394840, -0.774180, -1.749064], [1.921782, -0.961099, -0.463492], [3.283370, -1.159773, -0.145909], [3.361486, -1.439980, 1.206642], [2.041903, -1.413429, 1.673694], [1.165082, -1.119980, 0.703537], [0.046320, -0.696662, -2.135058], [-0.444794, -0.595226, -3.457529], [-1.824808, -0.607996, -3.390953], [-2.133460, -0.691624, -2.024838], [-1.039291, -0.734509, -1.259010], [3.599713, -2.396711, -5.508529], [1.949487, -2.597169, -3.674597], [3.057928, 1.285021, -2.252691], [4.688176, 1.498016, -4.103440], [4.101643, -1.126696, -0.848257], [4.242828, -1.662788, 1.786360], [1.708127, -1.622804, 2.680810], [0.158643, -0.530077, -4.348828], [-2.525899, -0.562797, -4.209024], [-3.121745, -0.714073, -1.580399], [-2.327867, 3.552577, -0.560143], [-1.577954, 4.438686, 0.191109], [-0.750485, 3.950004, 1.188609], [-0.693895, 2.586360, 1.412104], [-1.416688, 1.724379, 0.675642], [-2.207847, 2.203797, -0.289750], [0.105136, 2.001967, 2.534739], [1.089550, 2.710784, 3.196273], [1.662957, 2.140300, 4.324087], [1.228642, 0.899268, 4.754170], [0.281338, 0.234663, 3.995981], [-0.244518, 0.761724, 2.888727], [-2.993507, 3.885733, -1.343669], [-1.644341, 5.504451, 0.013502], [-0.179228, 4.628522, 1.804394], [-2.755259, 1.472081, -0.867705], [1.399982, 3.687781, 2.855609], [2.430879, 2.671976, 4.870978], [1.617872, 0.438122, 5.650920], [-0.087265, -0.748148, 4.265703]], "forces_ev_per_a": [[-0.39, 0.25, 0.76], [0.28, 0.07, -0.30], [-0.36, 0.02, 0.03], [0.07, 0.03, 0.05], [0.03, 0.19, 0.02], [0.09, -0.03, 0.18], [-0.17, -0.07, -0.15], [0.58, -0.35, -0.06], [-0.05, 0.12, 0.02], [-0.49, -0.11, 0.72], [-0.05, -0.16, 0.12], [-0.04, 0.00, -0.05], [-0.01, -0.05, 0.05], [-0.02, 0.05, 0.01], [-0.09, 0.03, -0.15], [-0.02, 0.00, 0.07], [-0.27, -0.04, 0.26], [0.34, 0.05, -0.37], [-0.08, -0.06, 0.03], [0.06, -0.04, -0.03], [-0.09, -0.01, 0.11], [0.04, 0.04, -0.05], [-0.04, 0.06, 0.07], [0.03, 0.06, -0.14], [-0.25, -0.06, 0.00], [0.23, -0.04, 0.10], [-0.01, -0.01, -0.18], [0.00, 0.01, -0.05], [0.50, -0.10, -0.13], [0.05, 0.10, 0.22], [-0.05, 0.00, -0.20], [0.11, 0.04, 0.02], [-0.01, -0.06, -0.07], [0.01, -0.11, -0.83], [0.00, 0.02, 0.01], [0.00, 0.02, 0.00], [0.00, -0.02, -0.01], [0.00, -0.02, 0.00], [-0.03, 0.01, 0.03], [-0.04, 0.01, -0.03], [0.00, 0.04, 0.00], [-0.02, -0.01, 0.02], [0.03, 0.00, 0.04], [0.03, -0.01, -0.01], [-0.04, -0.02, -0.07], [0.00, 0.12, 0.01], [0.01, 0.13, -0.01], [0.10, -0.21, 0.08], [0.05, -0.10, -0.03], [0.10, -0.02, 0.08], [-0.22, 0.18, -0.39], [0.04, 0.01, 0.21], [0.08, 0.07, 0.03], [0.00, -0.04, 0.05], [-0.06, -0.01, -0.11], [0.05, 0.00, -0.02], [0.02, 0.03, 0.02], [0.01, -0.03, 0.00], [-0.02, 0.01, -0.02], [-0.02, 0.02, 0.01], [0.00, -0.02, 0.02], [-0.01, -0.01, -0.02], [0.02, 0.04, -0.01], [0.00, 0.01, 0.02]], "mulliken_charge": [1.2176, -0.4396, 0.8646, -0.6767, -0.6232, -0.3599, -0.4981, 0.7787, -0.6540, -0.5696, 0.4113, 0.4022, 0.3971, 0.2192, 0.4246, -0.4751, -0.1666, 0.5396, -0.8346, -0.0125, 0.1425, -0.0251, -0.8535, 1.1430, -0.0261, -0.7065, -1.4654, -0.4526, 0.1808, -0.2396, -0.6859, -1.6227, -0.5210, 0.3548, 0.4679, 0.5324, 0.5124, 0.4580, 0.5487, 0.4665, 0.6430, 0.5684, 0.4761, 0.6327, -1.0358, -0.5342, -0.9683, 0.4963, 0.7280, -0.2862, 1.0401, -1.0690, -0.5144, -0.9978, -0.2835, 0.3538, 0.4584, 0.4414, 0.3925, 0.4025, 0.4014, 0.4671, 0.4455, 0.5882], "e_above_lowest_kj_mol": 53.84, "gap_ev": 6.89, "molar_mass_g_mol": 622.45, "homo_energy_ha": -0.3893, "fmax_ev_per_a": 0.886, "charge": 1, "lumo_energy_ev": -3.71}

***

(2)
{"formula": "C30H24AsNSSr", "method": "the ωB97M-V functional and the def2-TZVPD basis", "species": ["Sr", "N", "C", "C", "C", "C", "C", "C", "C", "C", "C", "C", "C", "C", "H", "H", "H", "H", "H", "H", "H", "H", "H", "H", "S", "C", "C", "C", "C", "C", "C", "As", "C", "C", "C", "C", "C", "C", "C", "C", "C", "C", "C", "C", "H", "H", "H", "H", "H", "H", "H", "H", "H", "H", "H", "H", "H", "H"], "xyz": [[-0.243044, -0.677686, 1.476471], [-2.141858, -1.749533, -0.814434], [-2.041743, -2.835164, 0.073575], [-3.034185, -3.044120, 1.029682], [-3.069597, -4.215915, 1.777123], [-2.121551, -5.203110, 1.566876], [-1.114353, -4.989849, 0.625812], [-1.044710, -3.819880, -0.115121], [0.080949, -3.559847, -1.069342], [0.362477, -4.411028, -2.134516], [1.433749, -4.126550, -2.972176], [2.207904, -2.993642, -2.736240], [1.916053, -2.157190, -1.660736], [0.850368, -2.430384, -0.791566], [-2.610149, -0.931633, -0.444965], [-1.261724, -1.508169, -1.257768], [-3.806605, -2.291669, 1.160853], [-3.844194, -4.355672, 2.522518], [-2.155179, -6.125120, 2.133269], [-0.340816, -5.734612, 0.478527], [-0.258585, -5.284705, -2.312524], [1.664605, -4.782783, -3.802652], [3.047182, -2.769153, -3.387763], [2.541749, -1.284898, -1.491965], [-1.731033, 1.410129, 0.777743], [-1.497743, 3.028680, 1.479227], [-2.317615, 4.106263, 1.140457], [-2.218942, 5.300011, 1.836872], [-1.303854, 5.454902, 2.869652], [-0.462962, 4.407110, 3.209658], [-0.563381, 3.196142, 2.531340], [0.507546, 1.610275, 2.865766], [-0.912578, 0.329485, 3.511713], [-2.274941, 0.530829, 3.607561], [-3.103282, -0.537241, 3.975750], [-2.578903, -1.801091, 4.186004], [-1.200526, -2.026319, 4.107898], [-0.376576, -0.952300, 3.833237], [1.249612, 2.045753, 4.648624], [0.753195, 1.562148, 5.855630], [1.310884, 1.978246, 7.059271], [2.353238, 2.893156, 7.068248], [2.847577, 3.389753, 5.870707], [2.306051, 2.959706, 4.668001], [-3.033733, 3.991463, 0.338160], [-2.875014, 6.121040, 1.576191], [-1.250383, 6.387341, 3.415759], [0.260215, 4.525607, 4.006083], [-2.665827, 1.530438, 3.480807], [-4.166861, -0.369041, 4.081501], [-3.237949, -2.613012, 4.463634], [-0.773440, -2.995827, 4.325983], [0.723827, -1.039497, 3.824185], [-0.068113, 0.860034, 5.867290], [0.925254, 1.585795, 7.991189], [2.773156, 3.228049, 8.007657], [3.657661, 4.107229, 5.874757], [2.707602, 3.339750, 3.734559]], "forces_ev_per_a": [[0.97, -3.45, -5.91], [0.39, 0.30, 0.63], [-0.36, -0.32, -0.44], [0.02, 0.11, 0.15], [0.06, -0.02, 0.04], [0.07, 0.06, -0.02], [-0.08, 0.03, 0.20], [0.18, 0.08, -0.28], [-0.11, -0.12, 0.23], [-0.06, -0.10, -0.04], [0.02, 0.07, 0.06], [0.06, -0.01, 0.00], [-0.18, -0.46, -0.05], [0.02, 1.43, 0.94], [-0.25, -0.04, -0.17], [0.02, -0.12, -0.13], [0.00, -0.03, -0.03], [-0.03, -0.01, -0.07], [0.01, 0.01, -0.01], [-0.04, -0.01, -0.04], [0.04, 0.01, -0.03], [-0.02, 0.02, 0.00], [-0.05, -0.02, -0.02], [0.03, -0.02, -0.06], [-0.34, 1.61, -1.05], [0.06, -0.65, 0.58], [0.11, -0.03, 0.02], [-0.03, 0.02, -0.08], [0.04, 0.04, 0.04], [0.03, -0.23, -0.06], [-0.30, -0.17, -0.48], [-0.45, 1.28, 1.71], [0.60, -0.02, 2.50], [0.26, -0.05, 0.58], [0.14, 0.08, -0.06], [-0.02, 0.01, 0.09], [0.09, 0.23, 0.41], [-0.28, 0.89, 1.70], [0.03, 0.19, -0.31], [0.05, 0.01, -0.05], [0.03, -0.01, -0.08], [-0.06, 0.03, 0.02], [0.00, -0.04, -0.02], [-0.03, -0.15, -0.04], [-0.03, -0.02, 0.02], [0.01, 0.00, -0.02], [0.02, 0.01, -0.03], [-0.03, 0.00, 0.05], [-0.14, -0.04, -0.25], [0.00, -0.02, -0.02], [0.02, -0.03, -0.12], [-0.09, -0.06, -0.06], [-0.38, -0.27, 0.06], [-0.05, 0.00, 0.02], [-0.02, 0.01, 0.00], [0.01, -0.02, 0.00], [0.01, 0.00, -0.02], [0.01, 0.03, 0.01]], "mulliken_charge": [1.1775, -0.3656, -0.3907, -0.4604, -0.6644, -0.7162, -0.5146, 1.0314, 0.0709, -0.6424, -0.5610, -0.5926, -0.6774, -0.0479, 0.2976, 0.4061, 0.4033, 0.4879, 0.4105, 0.4845, 0.4101, 0.3733, 0.3454, 0.3091, -0.5251, 0.3929, -0.5462, -0.5232, -0.6851, -0.1400, -0.1243, 0.9993, -1.6454, 0.1290, -0.7518, -0.3687, -0.4244, -0.1085, -0.0573, 0.0589, -0.7505, -0.4309, -0.5672, -0.4841, 0.4318, 0.3627, 0.3874, 0.3775, 0.4785, 0.4339, 0.3808, 0.4392, 0.7108, 0.4056, 0.3854, 0.3785, 0.3990, 0.4070], "e_above_lowest_kj_mol": 220.23, "gap_ev": 6.50, "molar_mass_g_mol": 593.14, "homo_energy_ha": -0.2538, "fmax_ev_per_a": 6.911, "lumo_energy_ev": -0.41}

***

(3)
{"formula": "C30H24BrClN4O4Pd", "method": "the ωB97M-V functional and the def2-TZVPD basis", "species": ["Pd", "O", "C", "C", "C", "C", "C", "C", "C", "O", "N", "N", "C", "C", "Br", "C", "C", "C", "C", "C", "C", "C", "H", "H", "H", "H", "H", "H", "H", "H", "H", "H", "H", "H", "H", "H", "N", "C", "N", "C", "C", "C", "C", "C", "C", "H", "H", "H", "H", "H", "H", "Cl", "C", "C", "C", "C", "C", "C", "C", "O", "O", "H", "H", "H", "H"], "xyz": [[0.616937, 0.368189, -0.347128], [-0.110029, 2.729296, 2.169404], [-0.794416, 3.774486, 1.645737], [-1.556678, 4.548021, 2.520588], [-2.272295, 5.636093, 2.058820], [-2.225364, 5.985222, 0.713470], [-1.461804, 5.217648, -0.149054], [-0.753816, 4.097802, 0.284683], [-0.003696, 3.272227, -0.759071], [0.926200, 2.408785, -0.228775], [-1.016816, 2.556375, -1.623209], [-1.212997, 1.230881, -1.341671], [-2.394935, 0.766033, -1.385562], [-2.725439, -0.666887, -1.278240], [-2.069216, -1.759601, -2.681535], [-3.517013, -1.176617, -0.344980], [-4.018309, -0.402930, 0.807481], [-5.351552, -0.533354, 1.200087], [-5.847699, 0.201989, 2.264383], [-5.013773, 1.068086, 2.961073], [-3.679108, 1.180505, 2.600084], [-3.180579, 0.446184, 1.533245], [0.455750, 2.387609, 1.442314], [-1.561052, 4.273150, 3.568686], [-2.859186, 6.223729, 2.753999], [-2.764837, 6.848422, 0.347375], [-1.401890, 5.495573, -1.197993], [0.494315, 3.965537, -1.444639], [-1.899791, 3.062594, -1.613599], [-3.235397, 1.444899, -1.547900], [-3.820983, -2.215316, -0.424269], [-6.002381, -1.208713, 0.656608], [-6.886133, 0.097920, 2.553030], [-5.402189, 1.643319, 3.792126], [-3.016198, 1.836090, 3.149873], [-2.127488, 0.496854, 1.288396], [4.479145, 0.745360, 1.557074], [3.398117, 1.037377, 0.796793], [2.434185, 0.170559, 0.947578], [2.892348, -0.756845, 1.883590], [2.264099, -1.865518, 2.452070], [2.984818, -2.602388, 3.369406], [4.294887, -2.251090, 3.731353], [4.918758, -1.143318, 3.196401], [4.188146, -0.405289, 2.270503], [5.323762, 1.286873, 1.601817], [3.341933, 1.900054, 0.150797], [1.244237, -2.109888, 2.199148], [2.528644, -3.469428, 3.829088], [4.822649, -2.857612, 4.455677], [5.922988, -0.864560, 3.487583], [-0.567705, -8.070616, 0.159485], [-0.325074, -6.353525, 0.043550], [0.587906, -5.860429, -0.875731], [0.777405, -4.491322, -0.964263], [0.062002, -3.632181, -0.139775], [-0.849999, -4.143307, 0.775847], [-1.049009, -5.510709, 0.872438], [0.266629, -2.162446, -0.240148], [-0.359598, -1.397901, 0.553648], [1.058072, -1.680826, -1.086142], [1.136539, -6.543384, -1.509117], [1.480260, -4.073463, -1.672553], [-1.400926, -3.457989, 1.407627], [-1.755661, -5.924490, 1.578218]], "forces_ev_per_a": [[0.10, -0.09, 0.02], [-0.06, -0.01, -0.03], [0.01, -0.02, 0.00], [0.02, -0.04, 0.03], [-0.01, 0.02, -0.03], [0.01, -0.01, 0.04], [0.02, -0.01, -0.02], [0.01, 0.01, -0.03], [-0.01, -0.17, 0.09], [-0.17, 0.06, -0.01], [0.07, -0.06, 0.11], [0.16, 0.05, 0.16], [-0.09, -0.02, -0.10], [0.08, 0.13, 0.02], [0.00, -0.02, -0.04], [-0.09, -0.07, 0.08], [-0.01, 0.03, 0.04], [0.01, 0.00, -0.01], [0.01, -0.01, 0.00], [0.00, -0.01, 0.00], [0.00, 0.01, -0.02], [-0.01, -0.03, -0.01], [0.04, 0.03, 0.00], [0.00, 0.01, -0.03], [0.01, -0.01, -0.01], [0.00, -0.01, 0.00], [0.00, -0.01, 0.01], [-0.03, 0.08, -0.07], [0.01, 0.02, -0.06], [-0.02, 0.00, -0.02], [0.02, 0.02, 0.01], [0.00, 0.01, 0.01], [0.01, 0.01, -0.01], [0.01, -0.01, -0.01], [0.02, -0.01, -0.01], [0.00, 0.02, -0.01], [0.04, 0.02, 0.01], [0.02, -0.03, 0.02], [-0.01, 0.03, 0.06], [-0.06, 0.03, -0.04], [0.07, 0.05, 0.01], [-0.02, 0.01, -0.01], [0.00, -0.01, 0.02], [0.00, 0.03, -0.02], [0.00, 0.00, -0.03], [0.00, -0.01, 0.00], [-0.02, -0.01, 0.01], [-0.05, -0.03, -0.03], [0.00, 0.01, -0.01], [0.00, 0.01, -0.01], [-0.01, 0.00, -0.01], [0.00, 0.01, 0.00], [-0.01, -0.01, 0.01], [0.01, 0.02, 0.00], [0.01, -0.02, 0.00], [0.00, -0.02, -0.03], [-0.01, 0.00, 0.01], [0.00, 0.00, 0.00], [-0.11, -0.10, 0.12], [-0.04, 0.09, 0.06], [0.08, 0.06, -0.21], [0.00, 0.00, 0.00], [-0.01, 0.00, 0.00], [0.01, -0.01, -0.01], [0.00, 0.00, 0.00]], "mulliken_charge": [0.6349, -0.7481, 0.1752, -0.4386, -0.4442, -0.7651, -0.4769, 0.2667, 0.0916, -0.6473, -0.3489, 0.1346, -0.4520, -0.0267, -0.0942, -0.5449, 0.0846, -0.5252, -0.5150, -0.4910, -0.7634, 0.1976, 0.5452, 0.4660, 0.3977, 0.3945, 0.4307, 0.2273, 0.3338, 0.3044, 0.5126, 0.4502, 0.3748, 0.3937, 0.4512, 0.5844, -0.0461, -0.7531, 0.1796, 0.0970, -0.2022, -0.8598, -0.4080, -1.0612, 0.5756, 0.2152, 0.5227, 0.4721, 0.4234, 0.3855, 0.3885, -0.2195, 0.4429, -0.7701, -0.4183, 0.3978, -0.2044, -0.9375, 1.4644, -0.6554, -0.9526, 0.4322, 0.4435, 0.4552, 0.4222], "e_above_lowest_kj_mol": 0.00, "gap_ev": [8.54, 7.43], "molar_mass_g_mol": 726.32, "homo_energy_ha": [-0.3032, -0.3030], "multiplicity": 3, "fmax_ev_per_a": 0.235, "lumo_energy_ev": [0.29, -0.81]}